[1]
Here is 2 unconnected molecules or ions with the total composition H3NO2 at a distorted geometry from OMol25. Energies are from ωB97M-V/def2-TZVPD.

Geometry as XYZ:
```
6
Properties=species:S:1:pos:R:3:lowdin_charge:R:1
N 1.779 0.106 0.082 0.071
O 0.580 -0.340 -0.061 -0.104
H 2.010 1.120 -0.236 0.094
O -2.024 0.166 0.002 -0.082
H -1.491 -0.186 0.734 0.018
H -1.421 -0.288 -0.601 0.002
```

## Properties
HOMO level ... -0.383 Eh
Maximum force ... 0.1340 Eh/bohr
ΔE to the lowest compared entry with this formula, charge and spin ... 76.48 kJ/mol
SMILES ... N=O.O
LUMO level ... -1.61 eV

***

[2]
Here is 2 unconnected molecules or ions with the total composition H3NO2 at a distorted geometry from OMol25. Energies are from ωB97M-V/def2-TZVPD.

Geometry as XYZ:
```
6
Properties=species:S:1:pos:R:3:lowdin_spin:R:1
N -0.023 -0.270 -2.829 0.979
O -0.085 0.122 0.692 0.003
O -1.084 -0.659 -3.232 0.909
H -0.631 0.830 1.056 0.000
H -0.062 0.558 -2.144 0.108
H 0.078 -0.424 1.408 0.000
```

## Properties
HOMO level (spin up / spin down) ... -0.310 / -0.442 Eh
Maximum force ... 0.0573 Eh/bohr
ΔE to the lowest compared entry with this formula, charge and spin ... 0.00 kJ/mol
LUMO level (spin up / spin down) ... 0.75 / -0.57 eV
<S²> ... 2.007
Multiplicity ... 3

***

[3]
Here is a molecular structure, H3NO2S2 at a distorted geometry from OMol25. Energies are from ωB97M-V/def2-TZVPD.

Geometry as XYZ:
```
8
Properties=species:S:1:pos:R:3:lowdin_charge:R:1
N 1.525 -0.560 -0.490 -0.190
O 0.577 0.956 1.373 -0.501
O -1.425 -0.798 0.118 -0.884
S -2.321 0.463 0.435 0.669
S 0.555 -0.433 1.020 0.960
H 1.076 -1.261 -1.089 0.036
H 1.625 0.286 -1.042 0.042
H -1.612 1.347 -0.324 -0.131
```

## Properties
HOMO level (spin up / spin down) ... -0.305 / -0.304 Eh
Maximum force ... 0.0645 Eh/bohr
ΔE to the lowest compared entry with this formula, charge and spin ... 88.59 kJ/mol
LUMO level (spin up / spin down) ... -0.85 / -0.86 eV